Molecular formula: C3H6N2O2
Method: DFT, ωB97M-V/def2-TZVPD

Positions of all 13 atoms, in Å:
O -0.356 1.048 -0.775
O 0.578 -1.087 -0.930
N -0.527 -1.584 -0.119
N -1.581 0.442 -0.463
C 1.398 -0.417 -0.062
C 0.590 0.908 0.269
C -1.517 -0.826 0.018
H -2.303 -1.293 0.754
H -2.017 1.169 -0.048
H 1.257 1.679 -0.061
H 0.379 1.004 1.352
H 2.288 0.065 -0.713
H 1.812 -1.109 0.779

Forces on the atoms, in the same order (eV/Å):
O -0.445 0.285 0.861
O -1.028 -1.654 -0.255
N 1.461 -1.985 -0.211
N 1.211 -1.303 -1.987
C 2.323 1.572 -0.364
C 2.010 -0.618 -0.163
C -0.980 -0.181 1.854
H 1.123 1.381 -1.849
H -2.752 1.913 2.022
H 0.488 0.825 0.671
H -0.978 0.192 -0.749
H -1.596 -1.932 1.324
H -0.836 1.504 -1.153

As for the SMILES: C1=NOCCON1. As for the total charge: 0. For the total energy, the calculation gives -377.7006 hartree. The calculation puts the energy above the lowest of the compared OMol25 structures with the same formula, charge and spin at 679.3 kJ/mol. For the HOMO-LUMO gap, the calculation gives 10.22 eV.

---

Molecular formula: ClH3N2O2S
Method: DFT, ωB97M-V/def2-TZVPD

Positions of all 9 atoms, in Å:
Cl 0.790 -2.526 -0.190
S -1.327 0.455 0.126
O -1.393 0.703 -1.302
O -2.064 -0.650 0.679
N 0.204 0.458 0.695
N 1.116 1.030 -0.017
H -0.116 -2.171 0.633
H 1.062 0.987 -1.032
H 1.731 1.714 0.408

Forces on the atoms, in the same order (eV/Å):
Cl 0.220 -0.120 -0.205
S -0.157 -0.138 -1.046
O -0.048 0.033 0.228
O -0.045 -0.077 0.192
N 0.668 0.283 0.958
N -0.176 0.157 -0.485
H -0.305 0.051 0.204
H -0.129 0.185 0.062
H -0.029 -0.374 0.092

As for the SMILES: NN=S(=O)=O.Cl. As for the total charge: 0. For the total energy, the calculation gives -1120.0703 hartree. The calculation puts the energy above the lowest of the compared OMol25 structures with the same formula, charge and spin at 111.1 kJ/mol. For the HOMO-LUMO gap (spin up / spin down), the calculation gives 8.06 / 8.13 eV.

---

Molecular formula: N2O3S
Method: DFT, ωB97M-V/def2-TZVPD

Positions of all 6 atoms, in Å:
S 0.918 -0.032 0.412
O -1.205 1.112 0.187
O 2.162 0.165 -0.238
O -1.423 -1.038 0.127
N -0.080 1.084 -0.206
N -0.372 -1.290 -0.283

Forces on the atoms, in the same order (eV/Å):
S 0.517 -0.969 3.144
O -1.218 1.049 0.846
O 1.854 -0.285 -1.270
O 0.650 -1.240 -0.491
N -0.595 2.463 -1.906
N -1.209 -1.018 -0.322

As for the SMILES: O=NS(=O)#[N+][O-]. As for the total charge: 0. For the total energy, the calculation gives -733.1882 hartree. The calculation puts the energy above the lowest of the compared OMol25 structures with the same formula, charge and spin at 603.1 kJ/mol. For the HOMO-LUMO gap (spin up / spin down), the calculation gives 7.15 / 7.43 eV.

---

Molecular formula: C4H11N3
Method: DFT, ωB97M-V/def2-TZVPD

Positions of all 18 atoms, in Å:
N 1.762 -0.750 1.610
N -0.320 0.449 0.775
N -1.672 -0.052 0.862
C 0.969 -0.581 0.620
C -0.751 1.378 -1.508
C 0.606 -1.706 -0.308
C 0.109 1.302 -0.430
H -0.029 -2.439 0.201
H 1.860 0.043 2.238
H 1.530 -2.209 -0.588
H -2.219 0.536 0.234
H -1.664 -0.988 0.472
H -1.321 0.520 -1.844
H 0.577 2.225 -0.093
H -0.162 0.968 1.636
H -0.599 2.164 -2.233
H 0.109 -1.354 -1.213
H 1.215 0.494 -0.432

Forces on the atoms, in the same order (eV/Å):
N -0.147 0.158 -0.244
N 0.228 -0.256 -0.106
N 0.338 0.086 -0.062
C -0.507 0.248 0.179
C 0.151 -0.092 0.191
C -0.012 0.074 -0.024
C -0.282 -0.172 0.097
H 0.036 0.065 0.007
H -0.059 -0.021 -0.037
H -0.020 0.031 0.029
H 0.067 -0.010 -0.032
H 0.027 0.017 -0.022
H -0.002 -0.030 0.033
H 0.037 -0.055 -0.023
H 0.036 -0.038 -0.050
H 0.003 0.013 0.047
H 0.000 0.043 0.026
H 0.107 -0.059 -0.008

As for the total charge: 0. For the total energy, the calculation gives -323.0609 hartree. The calculation puts the energy above the lowest of the compared OMol25 structures with the same formula, charge and spin at 644.8 kJ/mol. For the HOMO-LUMO gap, the calculation gives 7.63 eV.

---

Molecular formula: C29H62NO17S
Method: DFT, ωB97M-V/def2-TZVPD

Positions of all 110 atoms, in Å:
S -2.196 2.506 0.517
O 3.777 0.956 0.234
O -2.988 1.259 0.542
O -0.994 2.079 1.010
O -2.702 3.534 1.413
O 3.708 3.305 -5.377
O 1.761 2.116 -4.776
O -0.623 -0.416 7.148
O -2.021 -2.120 2.828
O -2.137 3.009 -0.846
O -0.207 0.072 -1.552
O 1.255 -4.526 0.734
O 2.298 2.863 -1.881
O -2.398 -2.965 -0.745
O -1.405 0.072 -3.504
O 2.259 -0.522 1.167
O -2.583 -0.789 8.293
O 2.191 3.199 0.286
N -0.647 -0.664 0.732
C -1.260 0.298 -2.180
C -3.622 -3.253 -3.032
C -0.190 0.104 5.005
C 1.801 2.691 -0.820
C -0.542 -0.798 -4.182
C 0.997 -3.888 -1.615
C -2.312 1.132 -1.694
C 2.873 0.547 1.217
C 0.359 2.163 -0.566
C -3.888 -3.655 2.682
C 1.393 -3.654 -0.195
C 5.039 0.758 -1.746
C -1.188 0.298 6.157
C -4.302 -1.171 3.289
C -3.637 -2.919 -1.484
C -3.334 -2.286 2.799
C 2.537 1.648 2.289
C 1.842 2.058 -3.360
C -0.555 -1.616 9.138
C 2.618 2.832 -5.686
C -4.972 -2.623 -0.840
C 3.579 3.672 0.312
C 3.677 3.900 1.883
C -1.352 -0.911 8.157
C -1.197 -1.195 -5.518
C 2.109 2.653 -7.056
C 0.779 1.393 -2.770
C 1.931 -2.242 0.148
C 4.059 0.082 -0.893
H -4.471 -4.020 3.632
H 0.310 -1.359 9.579
H -0.598 0.018 -0.011
H 0.743 0.290 -3.119
H 1.053 1.224 -1.780
H 5.812 0.317 -1.377
H -4.601 -1.488 4.282
H 2.767 3.015 -7.917
H 1.171 3.244 -7.124
H 1.902 3.071 -3.174
H -2.192 -1.484 -5.425
H 0.327 -0.309 -4.243
H -2.674 1.933 -2.531
H 4.627 4.342 1.781
H -0.241 -1.667 -3.570
H 3.908 4.588 -0.453
H 4.775 1.939 -1.848
H 1.122 -1.433 -0.077
H -3.007 -4.386 2.425
H -1.339 1.224 6.688
H -4.121 -2.494 -3.607
H 1.939 2.413 1.704
H -0.214 1.947 -2.700
H -0.587 -2.686 9.129
H -1.142 -0.259 -6.125
H 3.494 2.133 2.090
H -0.365 2.308 -1.456
H -5.516 -3.512 -0.628
H 4.822 0.233 -2.714
H 1.621 -3.261 -2.307
H -0.099 2.567 0.200
H 4.341 -0.779 -0.524
H -4.864 -2.056 -0.003
H 2.393 -2.081 1.100
H 3.665 3.126 2.631
H -2.496 -3.169 -3.381
H 2.680 -1.918 -0.548
H -5.721 -2.302 -1.476
H -2.201 -0.008 5.768
H -0.698 -1.986 -6.169
H -2.025 2.000 -0.971
H 0.028 -1.469 0.618
H 0.662 1.170 -0.486
H -5.044 -1.116 2.465
H 1.791 1.677 -7.349
H -4.017 -4.195 -3.282
H 2.254 1.162 3.313
H -3.177 0.416 -1.564
H 4.363 2.932 -0.022
H 0.213 -3.434 -1.945
H -0.563 -0.185 1.649
H 2.993 4.738 2.099
H -0.942 -1.404 10.228
H 0.041 -0.841 4.552
H -0.430 0.553 4.013
H 3.117 -0.016 -1.308
H -3.702 -0.305 3.145
H 2.705 1.404 -3.156
H 0.971 -5.075 -1.865
H -1.616 -0.782 0.545
H 0.873 0.366 5.243
H -4.410 -3.856 1.692

Forces on the atoms, in the same order (eV/Å):
S -9.414 2.181 7.799
O -0.768 -0.797 2.638
O -1.977 -0.009 0.984
O 3.983 -3.182 6.608
O -0.808 0.765 -0.411
O -1.990 -0.259 -0.349
O 0.234 -0.145 -6.916
O 0.656 -3.495 3.402
O -6.373 -0.507 -0.579
O 0.047 9.788 1.088
O -4.904 -5.717 -0.358
O 0.565 2.880 -3.614
O 6.381 2.297 9.386
O -8.316 0.494 -4.718
O -0.562 -1.328 -0.373
O 2.613 6.489 1.649
O 2.757 -0.077 -0.929
O 3.302 2.296 -0.048
N 0.331 -0.062 2.492
C 0.325 0.564 -0.342
C 3.773 1.973 1.510
C 1.500 1.912 -1.735
C -5.851 1.339 0.478
C -2.379 -3.428 -0.279
C 5.399 -4.603 0.162
C -2.326 -4.193 -5.573
C -2.287 -0.073 0.096
C 5.508 2.256 -6.162
C 0.908 -3.282 -1.286
C -0.293 -1.418 3.491
C -5.728 3.011 -3.704
C -1.332 0.424 -3.247
C 1.505 -1.704 -2.898
C 6.506 -0.909 2.340
C 5.422 1.091 2.300
C 0.779 -3.496 -1.800
C 2.277 0.361 -6.602
C -2.610 -1.216 4.295
C 1.009 -2.620 3.769
C 1.832 -1.869 -1.321
C 0.764 0.379 0.514
C 1.354 4.513 -2.386
C -2.795 1.188 -0.392
C 2.575 1.109 -1.332
C -0.747 1.982 -2.395
C -1.410 -2.520 -3.620
C -2.146 -2.870 -2.412
C -2.821 4.745 0.616
H 0.941 0.857 -2.034
H 4.381 1.443 -0.766
H 1.455 0.855 -0.692
H 0.828 3.344 0.253
H 0.901 -0.336 -1.268
H 6.282 -0.854 1.710
H -0.450 0.480 -0.005
H -0.476 -0.221 1.638
H 0.416 -0.172 -0.039
H -0.793 1.598 -3.620
H -1.790 -0.380 0.427
H 3.035 1.384 -1.952
H 0.740 -2.470 0.974
H 1.737 1.008 1.219
H -0.694 -0.094 0.111
H -1.769 -1.730 2.472
H 1.306 -3.078 0.264
H 2.047 -2.247 -0.218
H -1.257 1.310 1.222
H 0.067 1.389 -1.282
H -0.559 0.451 0.019
H -0.407 -1.630 1.886
H 1.876 -1.086 -1.955
H -0.177 -0.624 -0.641
H -0.396 -0.685 0.200
H -0.762 -2.295 1.501
H 2.179 0.197 3.179
H 0.292 -1.611 0.901
H 0.600 0.950 0.243
H 0.789 -1.172 0.557
H 1.316 2.768 2.656
H 1.792 -4.560 1.668
H 0.195 1.669 2.337
H -0.685 -2.278 0.113
H 0.595 2.195 -0.079
H -2.216 -0.479 0.789
H 0.315 -0.450 -0.711
H -0.875 1.849 -1.867
H 0.846 -0.240 0.872
H -0.149 0.870 1.275
H 0.491 -5.047 -4.244
H -2.016 1.062 0.478
H -0.652 -1.136 2.000
H -0.378 -0.036 1.096
H -0.006 -0.942 0.481
H -0.516 -1.304 -0.002
H 0.574 1.273 -2.089
H 0.565 0.956 0.351
H -1.536 0.408 0.464
H -6.126 2.306 -0.901
H -0.126 -0.443 -0.796
H 0.090 -0.496 0.244
H -1.110 -0.468 -1.930
H -1.019 -1.683 0.953
H -0.246 0.833 1.061
H -1.936 -0.494 -1.438
H 0.186 1.192 0.755
H 0.582 0.756 -0.373
H 0.106 3.069 0.414
H -1.583 -1.363 0.595
H -0.952 0.615 0.257
H -0.333 0.757 1.431

As for the total charge: -1. For the total energy, the calculation gives -2873.0044 hartree. The calculation puts the energy above the lowest of the compared OMol25 structures with the same formula, charge and spin at 0.0 kJ/mol. For the HOMO-LUMO gap, the calculation gives 5.58 eV.